# 1
ORCA calculation (wB97M-V/def2-TZVPD) on a molecular structure, C54H57BF4N2NaO6Te2 in a non-equilibrium geometry.

Results
Total charge   -2
ΔE to the lowest compared entry with this formula, charge and spin   0.000 eV
Orbital gap (alpha / beta)   4.85 / 6.58 eV
Spin multiplicity   2
Calculated total energy   -102747.6325 eV
M   1195.052 g mol⁻¹

Geometry as XYZ:
```
127
Properties=species:S:1:pos:R:3:forces:R:3:mulliken_charge:R:1
Na 0.8778 1.1993 -1.2024 0.265 0.557 0.221 0.885
C 2.4268 -6.0796 -1.9808 0.031 0.179 -0.023 -1.788
C 2.1156 -4.6037 -2.0193 -0.083 -0.347 -0.079 0.226
C 1.0385 -4.1011 -2.7126 0.029 0.018 0.051 -0.195
C 0.7346 -2.7322 -2.7725 0.297 0.289 0.308 0.727
C -0.4802 -2.3166 -3.4827 0.357 0.315 -0.232 0.081
O -0.5649 -1.3027 -4.1602 0.010 0.179 0.072 -0.836
C -1.7000 -3.1718 -3.3756 -0.699 -0.417 0.157 0.322
C -2.6364 -3.1343 -4.4109 0.311 0.081 -0.021 -0.509
C -3.8095 -3.8614 -4.3380 -0.128 -0.095 0.000 -0.717
C -4.0835 -4.6313 -3.2142 0.117 0.075 0.020 -0.324
C -3.1765 -4.6504 -2.1634 -0.217 -0.132 0.031 -0.981
C -1.9982 -3.9282 -2.2391 0.219 0.229 -0.143 0.279
C 1.5908 -1.7676 -2.1207 0.091 -0.002 -0.091 -1.820
O 1.4284 -0.5011 -2.1589 -0.044 -1.443 -1.008 -0.004
C 2.6498 -2.3443 -1.3203 0.042 -0.168 -0.196 1.026
C 2.9061 -3.6979 -1.3124 -0.173 0.339 0.042 -0.699
C 3.4889 -1.4322 -0.5081 0.019 0.102 0.096 0.586
N 2.8916 -0.5494 0.1778 -0.034 0.065 0.221 1.087
C 3.5961 0.5544 0.7971 0.186 0.082 0.125 -0.473
C 2.9166 1.0412 2.0664 0.101 -0.275 -0.150 -0.619
Te 3.4508 -0.0876 3.8242 -0.182 -0.109 -0.121 0.060
C 2.3953 -1.8898 3.4020 0.170 0.225 0.091 -0.409
C 3.0941 -3.0626 3.1284 0.091 0.008 -0.035 -0.040
C 2.4145 -4.2374 2.8446 -0.066 -0.056 0.020 -0.534
C 1.0256 -4.2540 2.8474 0.038 -0.008 -0.014 -0.554
C 0.3265 -3.0938 3.1424 -0.055 -0.047 0.006 -0.341
C 1.0073 -1.9185 3.4262 -0.112 0.069 -0.043 -0.260
C 4.9646 -1.6448 -0.6019 0.188 -0.064 -0.155 -0.603
C 5.5637 -1.7008 -1.8609 -0.057 0.009 0.070 -0.020
C 6.9027 -2.0326 -1.9818 0.052 -0.017 -0.028 -0.900
C 7.6590 -2.3253 -0.8539 -0.028 0.027 -0.026 -0.503
C 7.0751 -2.2453 0.4012 0.078 -0.014 0.008 -1.028
C 5.7378 -1.8992 0.5265 -0.089 -0.052 0.056 0.513
H 1.5963 -6.6627 -2.3807 0.019 -0.034 0.006 0.362
H 2.6118 -6.4003 -0.9530 -0.015 -0.077 -0.020 0.371
H 3.3219 -6.3142 -2.5637 -0.014 -0.051 -0.001 0.322
H 0.4099 -4.7903 -3.2665 -0.084 -0.029 0.059 0.487
H -2.4123 -2.5185 -5.2726 -0.025 0.010 0.001 0.433
H -4.5198 -3.8278 -5.1551 0.014 0.012 -0.009 0.387
H -5.0031 -5.1994 -3.1517 -0.006 -0.001 0.005 0.393
H -3.3966 -5.2297 -1.2750 0.017 0.033 0.018 0.393
H -1.3136 -3.9236 -1.4016 0.061 -0.049 0.006 0.566
H 3.7269 -4.0694 -0.7059 0.063 0.018 -0.019 0.572
H 3.5482 1.3724 0.0731 -0.009 -0.106 0.094 -0.320
H 4.6562 0.3625 0.9774 -0.051 0.066 -0.065 0.429
H 1.8319 1.0366 1.9560 -0.023 0.014 0.118 -0.197
H 3.2341 2.0605 2.2795 0.015 -0.016 0.040 0.572
H 4.1774 -3.0608 3.1345 -0.009 0.030 -0.051 0.370
H 2.9700 -5.1393 2.6133 0.000 0.014 0.010 0.383
H 0.4940 -5.1698 2.6169 -0.006 0.023 -0.007 0.376
H -0.7564 -3.0956 3.1473 -0.004 0.028 -0.025 0.370
H 0.4450 -1.0206 3.6536 0.007 0.016 -0.036 0.438
H 4.9744 -1.4594 -2.7367 -0.012 -0.002 -0.002 0.411
H 7.3570 -2.0723 -2.9644 -0.002 0.021 0.004 0.406
H 8.6997 -2.6088 -0.9558 0.008 0.027 0.014 0.368
H 7.6624 -2.4563 1.2869 -0.019 0.016 0.012 0.432
H 5.2865 -1.8348 1.5097 -0.031 0.000 -0.013 0.214
O 0.0808 -1.1683 0.2911 0.218 -0.310 0.082 1.054
H 1.0555 -1.0175 0.3136 -0.171 -0.014 0.051 -0.153
H -0.0523 -1.6930 -0.5050 0.007 -0.035 0.047 -0.194
O -0.2157 1.4460 -3.1872 -0.079 -0.500 -0.459 -0.526
H -0.8781 1.6712 -3.8440 -0.095 0.227 0.097 0.234
H -0.0402 0.5002 -3.3697 0.205 0.152 0.037 -0.035
O 3.7303 0.7429 -3.3813 0.028 0.007 0.087 -0.786
H 3.9901 1.4801 -2.8042 -0.024 -0.090 -0.018 0.488
H 2.9241 0.3714 -2.9833 0.046 0.033 -0.056 0.030
F 4.7345 4.9267 -0.5468 -0.076 -0.162 -0.022 -0.396
B 4.3972 3.5926 -0.3065 0.048 0.149 0.087 0.220
F 3.0689 3.4752 0.1651 0.177 0.102 -0.088 -0.074
F 5.2757 3.0398 0.6557 -0.069 0.042 -0.074 -0.415
F 4.5037 2.8336 -1.5111 0.010 0.039 0.027 -0.378
C -4.5137 -0.2667 6.6899 0.032 0.008 -0.056 -1.590
C -3.8626 0.2026 5.4141 0.013 0.024 0.069 0.963
C -3.0866 1.3478 5.3745 -0.054 -0.028 0.064 -0.847
C -2.4672 1.7753 4.1978 0.075 0.136 -0.222 1.131
C -1.5549 2.9751 4.2576 -0.045 -0.026 -0.005 -1.719
C -2.6709 1.0768 3.0077 -0.111 -0.673 -0.049 -0.304
Te -1.3728 1.4096 1.0910 -0.981 0.345 0.994 -1.041
N -0.3223 2.6541 -0.1158 0.333 1.005 -0.339 0.216
C -0.1740 3.9198 0.2742 -0.702 -0.384 0.585 0.237
O -0.5726 4.4101 1.3610 0.253 0.105 -0.338 -0.871
C 0.4831 4.8519 -0.7118 0.169 0.063 -0.067 0.021
C 0.7332 4.4887 -2.0310 -0.041 0.010 0.020 0.130
C 1.3826 5.3637 -2.8869 0.086 0.054 -0.061 -0.741
C 1.7825 6.6132 -2.4372 0.006 0.053 -0.064 -0.324
C 1.5172 6.9901 -1.1296 0.031 -0.014 -0.006 -0.580
C 0.8705 6.1125 -0.2742 0.058 0.080 0.051 -0.428
C -3.1812 1.9503 0.0341 -0.070 -0.001 -0.018 -0.447
C -3.5230 1.1977 -1.1019 0.049 0.013 0.190 1.369
C -2.7387 -0.0076 -1.5519 -0.110 -0.019 -0.029 -0.355
C -4.6591 1.5335 -1.8380 -0.011 -0.026 -0.008 -0.947
C -5.4710 2.5924 -1.4762 -0.079 0.011 -0.050 0.774
C -6.7074 2.9493 -2.2610 0.084 -0.004 0.059 -1.665
C -5.1249 3.3266 -0.3517 0.041 -0.032 0.004 -1.077
C -3.9984 3.0320 0.4112 -0.051 -0.035 -0.070 1.541
C -3.7107 3.9056 1.5979 0.072 -0.002 -0.032 -1.099
C -3.4316 -0.1117 3.0441 -0.071 0.161 0.198 1.406
C -3.6391 -0.9689 1.8199 0.044 0.029 0.072 -0.994
C -4.0122 -0.5250 4.2396 0.003 -0.035 -0.084 -1.052
H -4.3125 0.4251 7.5086 -0.015 -0.007 0.010 0.353
H -4.1393 -1.2520 6.9787 -0.013 0.003 0.028 0.313
H -5.5965 -0.3506 6.5692 -0.004 0.004 0.035 0.333
H -2.9434 1.9247 6.2854 0.018 0.000 -0.005 0.254
H -1.9848 3.7647 4.8797 0.006 -0.007 0.010 0.377
H -1.3440 3.3773 3.2676 0.057 0.058 0.038 0.243
H -0.5996 2.6848 4.7056 0.018 0.050 -0.010 0.371
H 0.4183 3.5197 -2.3903 0.001 -0.025 0.037 0.380
H 1.6124 5.0611 -3.9019 -0.054 -0.035 0.001 0.384
H 2.3129 7.2847 -3.1027 0.010 0.001 0.008 0.344
H 1.8488 7.9571 -0.7689 -0.026 0.000 0.015 0.351
H 0.6817 6.3802 0.7570 -0.039 -0.063 -0.009 0.377
H -1.6815 0.1236 -1.3628 0.155 -0.119 -0.054 -0.685
H -2.8760 -0.1887 -2.6186 -0.005 0.027 -0.037 0.627
H -3.0702 -0.9076 -1.0221 0.069 0.047 0.027 0.163
H -4.9047 0.9412 -2.7152 -0.005 0.015 -0.004 0.327
H -6.7899 2.3472 -3.1664 -0.012 0.001 0.002 0.342
H -6.6894 4.0027 -2.5482 -0.040 -0.007 -0.028 0.362
H -7.6027 2.7863 -1.6559 -0.037 0.008 -0.053 0.316
H -5.7474 4.1688 -0.0617 0.020 0.002 0.023 0.329
H -4.3470 4.7931 1.5774 0.007 -0.022 -0.004 0.403
H -2.6658 4.2181 1.5931 0.031 0.020 0.074 -0.040
H -3.8996 3.3669 2.5267 0.009 -0.026 0.047 0.106
H -2.6898 -1.3958 1.4843 -0.003 0.017 -0.071 -0.011
H -4.0453 -0.3756 1.0024 -0.013 -0.005 -0.068 0.060
H -4.3329 -1.7867 2.0301 0.025 0.011 0.013 0.389
H -4.5916 -1.4463 4.2556 -0.021 0.024 -0.001 0.280
```
Positions in Å, forces in eV/Å.

***

# 2
ORCA calculation (wB97M-V/def2-TZVPD) on 2 unconnected molecules or ions with the total composition C14H7F4NO in a non-equilibrium geometry.

Results
Orbital gap   3.87 eV
Calculated total energy   -29035.2333 eV
M   281.208 g mol⁻¹

Geometry as XYZ:
```
27
Properties=species:S:1:pos:R:3:forces:R:3:mulliken_charge:R:1
O 1.7267 -1.7287 -1.0455 -0.868 1.262 -0.310 -0.620
C 2.3678 -2.4724 -0.3431 2.047 -2.422 2.195 0.531
N 3.0146 -3.2254 0.3550 -1.622 1.853 -1.479 -0.605
F -1.7312 1.3646 -3.7892 1.151 0.278 1.009 -0.306
C -0.7343 1.6596 -2.8837 -0.754 -0.353 -0.348 0.260
C 0.1337 2.7047 -3.1944 0.229 -0.264 0.645 -0.584
C 1.1184 2.9897 -2.2431 0.481 0.607 -0.313 0.279
F 2.0029 4.0107 -2.5120 -0.986 -1.129 0.319 -0.303
C 1.2424 2.2916 -1.0564 -0.323 -0.528 0.427 -0.851
C 0.3337 1.2257 -0.7398 -0.078 0.999 -1.641 1.283
C 0.5156 0.5802 0.5070 0.521 -0.823 -0.125 -0.492
C -0.2399 -0.3939 1.2026 -0.642 -0.991 0.943 1.272
C 0.2167 -0.7445 2.5186 0.160 0.294 -0.660 -0.858
C -0.4613 -1.6871 3.2679 0.131 -0.413 0.843 0.306
F -0.0027 -1.9950 4.5288 -0.522 0.382 -1.459 -0.301
C -1.5973 -2.3556 2.8003 0.575 0.499 -0.137 -0.574
C -2.0273 -2.0148 1.5195 -0.676 -0.087 -0.719 0.281
F -3.1479 -2.6502 1.0295 1.264 0.715 0.533 -0.305
C -1.4021 -1.0669 0.7207 0.131 0.009 0.301 -0.765
C -0.6640 0.9176 -1.7121 0.270 0.260 0.237 -0.825
H 0.0501 3.2590 -4.1232 0.024 -0.078 0.158 0.488
H 2.0170 2.5374 -0.3292 -0.121 0.083 -0.383 0.444
H 1.4195 0.8882 1.0340 -0.221 0.057 -0.028 0.258
H 1.1144 -0.2545 2.8964 -0.278 -0.289 0.104 0.425
H -2.1117 -3.1028 3.3950 0.094 0.120 -0.082 0.481
H -1.7921 -0.8472 -0.2634 -0.133 -0.370 0.419 0.501
H -1.3619 0.1098 -1.5402 0.148 0.328 -0.450 0.582
```
Positions in Å, forces in eV/Å.

***

# 3
ORCA calculation (wB97M-V/def2-TZVPD) on 2 unconnected molecules or ions with the total composition C5H11N2Si in a non-equilibrium geometry.

Results
Total charge   +1
ΔE to the lowest compared entry with this formula, charge and spin   3.231 eV
Orbital gap (alpha / beta)   7.05 / 8.25 eV
Calculated total energy   -16207.6701 eV
M   127.243 g mol⁻¹

Geometry as XYZ:
```
19
Properties=species:S:1:pos:R:3:forces:R:3:mulliken_charge:R:1
C -0.6682 -1.2788 -2.0087 0.712 0.936 1.281 -0.326
C -0.5930 0.0260 -1.5703 0.860 -2.660 1.900 -0.570
C 0.2136 -2.0724 -1.1366 2.098 -2.164 -0.533 -0.529
C 0.3617 0.1451 -0.4174 -1.622 -0.120 -1.712 0.312
C -1.2731 0.3271 2.0036 1.134 -4.574 3.239 -0.925
N 1.9336 -1.4805 0.3122 3.011 1.452 3.055 -0.811
N 0.9294 -1.1058 -0.2901 -2.604 1.453 -0.976 0.713
Si 0.9982 1.8996 -0.0657 1.814 -0.313 -2.992 0.366
H -1.2367 -1.7510 -2.7951 -0.250 0.334 0.031 0.433
H -1.3240 0.7376 -1.7618 -0.686 1.571 -0.826 0.429
H -0.1502 -2.9473 -0.5556 -0.672 1.011 0.113 0.377
H 1.0664 -2.6419 -1.5877 -0.615 0.645 -0.556 0.324
H -0.5136 0.0050 2.7939 -0.539 0.388 -1.533 0.299
H -2.1912 -0.1929 2.2679 -0.152 0.091 -0.865 0.331
H -1.2939 1.3086 1.8677 -0.264 4.121 -1.044 0.375
H 2.3451 -0.6238 0.8924 -0.912 -2.097 -1.419 0.307
H 0.0305 2.9070 -0.5055 -0.343 -0.261 0.144 -0.041
H 2.1108 1.7799 -1.2745 -1.245 0.332 1.606 -0.006
H 1.6671 2.2450 1.1373 0.276 -0.145 1.088 -0.058
```
Positions in Å, forces in eV/Å.